(1)
DFT (ωB97M-V with the def2-TZVPD basis set) results for C4H19N2SiTi as an isolated structure at a distorted geometry.

Each line ends with the Mulliken spin population.
Atoms and positions in Å:
1 C 1.572 1.465 -0.920  0.091
2 Ti -0.797 0.411 -1.023  1.414
3 N -1.578 -1.519 -1.463  0.395
4 N -0.229 0.263 -3.101  0.409
5 H -2.489 -1.686 -1.226  -0.066
6 H 1.318 0.471 -0.371  0.039
7 H 2.244 1.872 -0.134  0.017
8 H 0.884 2.211 -1.291  0.033
9 H 2.146 1.005 -1.850  -0.077
10 H -0.936 0.345 -3.838  -0.157
11 H 0.231 -0.656 -3.240  -0.011
12 H 0.488 0.940 -3.328  0.025
13 H -1.438 -1.857 -2.491  -0.067
14 H -0.972 -2.196 -0.897  0.025
15 C -1.457 -1.053 1.670  0.008
16 Si 0.007 -0.026 1.285  -0.156
17 C -0.103 1.673 1.942  0.069
18 C 1.439 -0.849 2.034  -0.029
19 H -2.399 -0.674 1.293  0.032
20 H -1.497 -1.016 2.758  0.000
21 H -1.313 -2.090 1.365  -0.005
22 H -0.045 1.578 3.018  -0.008
23 H 0.737 2.267 1.584  0.030
24 H -1.027 2.173 1.679  -0.015
25 H 1.366 -0.850 3.119  0.003
26 H 1.499 -1.876 1.678  0.003
27 H 2.349 -0.327 1.749  -0.003

Gap between HOMO and LUMO (alpha / beta) (eV): 3.20 / 3.19
2S+1: 3
Net charge: -1
E_tot (eV): -38424.5338
LUMO (alpha / beta) (Ha): 0.1031 / 0.1095
HOMO level (alpha / beta) (eV): -0.39 / -0.21

=====

(2)
DFT (ωB97M-V with the def2-TZVPD basis set) results for a 4-piece molecular cluster, C4H19N3O3 overall at a distorted geometry.

Each line ends with the natural charge from an NBO analysis.
Atoms and positions in Å:
1 N 0.519 0.968 -1.960  -0.868
2 C 1.935 1.144 -1.684  -0.241
3 C 2.089 1.177 -0.255  -0.225
4 N 1.782 -0.123 0.334  -0.651
5 C 0.815 0.103 1.395  -0.203
6 C 0.060 -1.197 1.890  -0.239
7 N -0.615 -0.956 3.168  -0.844
8 H 0.288 0.034 -1.845  0.389
9 H -0.151 1.669 -1.532  0.338
10 H 2.383 1.913 -2.358  0.200
11 H 2.528 0.240 -2.035  0.189
12 H 3.015 1.487 0.111  0.189
13 H 1.494 2.072 0.186  0.159
14 H 1.460 -0.870 -0.267  0.387
15 H 1.349 0.545 2.304  0.171
16 H -0.061 0.872 1.132  0.150
17 H -0.753 -1.187 1.145  0.175
18 H 0.449 -2.209 1.907  0.204
19 H -1.468 -0.382 3.107  0.357
20 H -0.043 -0.386 3.841  0.347
21 O -2.343 2.564 0.391  -0.936
22 H -1.555 2.566 -0.177  0.462
23 H -2.655 3.538 0.321  0.474
24 O -0.119 -1.880 -1.614  -1.003
25 H 0.226 -2.487 -2.247  0.479
26 H -0.951 -2.268 -1.179  0.512
27 O -2.666 -1.774 -1.109  -0.949
28 H -3.338 -2.074 -1.582  0.488
29 H -2.384 -0.952 -1.052  0.489

Relative energy (zero: lowest compared OMol25 entry of this formula, charge and spin) (kcal/mol): 61.5
Gap between HOMO and LUMO (eV): 8.87
Structure (SMILES): NCCNCCN.O.O.O
E_tot (eV): -15066.2404
LUMO (Ha): 0.0154
HOMO level (eV): -8.45

=====

(3)
DFT (ωB97M-V with the def2-TZVPD basis set) results for a 5-piece molecular cluster, C4H19NO4S overall at a distorted geometry.

Each line ends with the natural charge from an NBO analysis.
Atoms and positions in Å:
1 C 1.922 -0.453 -3.169  -0.626
2 C 1.643 -0.313 -1.633  -0.232
3 N 0.343 0.201 -1.069  -0.633
4 C 0.487 0.182 0.400  -0.276
5 C 1.252 1.401 0.877  -0.453
6 S 0.233 2.631 2.002  -0.118
7 H 1.780 0.510 -3.673  0.203
8 H 1.076 -1.075 -3.590  0.189
9 H 2.797 -0.922 -3.606  0.232
10 H 1.932 -1.382 -1.250  0.152
11 H 2.559 0.255 -1.351  0.194
12 H -0.381 -0.260 -1.529  0.370
13 H -0.562 0.144 0.765  0.222
14 H 0.768 -0.786 0.880  0.198
15 H 1.589 2.007 0.087  0.228
16 H 2.042 1.244 1.644  0.219
17 H -0.843 2.722 1.150  0.130
18 O -0.233 -3.969 1.246  -0.932
19 H 0.623 -4.311 0.925  0.467
20 H -0.680 -3.688 0.452  0.466
21 O -3.816 -0.126 2.020  -0.938
22 H -3.778 -0.786 2.787  0.486
23 H -4.266 -0.659 1.427  0.452
24 O -1.708 -1.178 3.352  -0.962
25 H -1.233 -0.401 3.064  0.483
26 H -1.165 -1.611 4.091  0.478
27 O -0.627 3.927 -2.055  -0.937
28 H -1.458 3.632 -1.697  0.464
29 H -0.295 3.061 -2.547  0.472

Relative energy (zero: lowest compared OMol25 entry of this formula, charge and spin) (kcal/mol): 49.6
Gap between HOMO and LUMO (eV): 9.36
Structure (SMILES): CCNCCS.O.O.O.O
E_tot (eV): -24969.4192
LUMO (Ha): 0.0137
HOMO level (eV): -8.99

=====

(4)
DFT (ωB97M-V with the def2-TZVPD basis set) results for a 6-piece molecular cluster, C4H19NO8 overall at a distorted geometry.

Each line ends with the natural charge from an NBO analysis.
Atoms and positions in Å:
1 C -1.422 2.522 1.367  -0.625
2 C -1.108 1.267 0.516  0.104
3 O -0.207 1.699 -0.484  -0.763
4 C -0.669 0.007 1.264  -0.255
5 N -0.542 -1.117 0.332  -0.653
6 C 0.579 -1.471 -0.375  0.878
7 O 1.707 -1.062 -0.375  -0.633
8 O 0.361 -2.642 -1.057  -0.728
9 H -2.333 2.475 1.949  0.206
10 H -1.495 3.290 0.615  0.227
11 H -0.573 2.728 2.040  0.207
12 H -2.019 0.988 -0.044  0.137
13 H 0.597 1.147 -0.584  0.509
14 H 0.284 0.169 1.762  0.215
15 H -1.348 -0.353 2.058  0.220
16 H -1.439 -1.526 0.093  0.435
17 H -0.414 -2.696 -1.627  0.495
18 O -1.725 -0.674 -3.144  -0.988
19 H -1.050 0.003 -3.214  0.511
20 H -2.571 -0.460 -3.553  0.485
21 O -3.203 -1.341 -1.125  -0.944
22 H -3.219 -0.425 -1.427  0.471
23 H -2.868 -1.712 -1.952  0.477
24 O 2.216 -1.849 2.174  -0.965
25 H 2.004 -2.794 2.264  0.473
26 H 1.629 -1.521 1.471  0.477
27 O 3.923 0.623 1.467  -0.950
28 H 3.858 -0.244 1.031  0.479
29 H 3.623 0.313 2.333  0.473
30 O 2.179 1.551 -1.427  -0.967
31 H 2.869 0.923 -1.628  0.494
32 H 2.378 2.183 -0.719  0.499

Relative energy (zero: lowest compared OMol25 entry of this formula, charge and spin) (kcal/mol): 21.0
Gap between HOMO and LUMO (eV): 10.02
Structure (SMILES): C[C@@H](O)CNC(=O)O.O.O.O.O.O
E_tot (eV): -22326.4530
LUMO (Ha): 0.0002
HOMO level (eV): -10.01

=====

(5)
DFT (ωB97M-V with the def2-TZVPD basis set) results for a 7-piece molecular cluster, C4H19NO8 overall at a distorted geometry.

Each line ends with the natural charge from an NBO analysis.
Atoms and positions in Å:
1 C -0.389 -2.051 -2.145  -0.629
2 C -0.653 -0.572 -1.752  -0.153
3 C -1.455 -0.628 -0.424  0.467
4 O -1.720 0.463 0.105  -0.619
5 N 0.596 0.117 -1.584  -0.662
6 C 1.512 -0.151 -2.640  0.522
7 O 2.385 0.698 -2.798  -0.592
8 H 0.403 -2.520 -1.649  0.229
9 H -0.284 -2.139 -3.230  0.204
10 H -1.238 -2.688 -1.952  0.220
11 H -1.353 -0.149 -2.620  0.198
12 H -1.589 -1.629 0.090  0.204
13 H 0.482 1.082 -1.255  0.433
14 H 1.344 -0.955 -3.268  0.143
15 O -1.941 0.631 3.017  -0.964
16 H -2.433 0.991 2.223  0.501
17 H -1.261 1.257 3.245  0.497
18 O -0.522 2.633 -1.101  -0.947
19 H -0.021 3.049 -0.356  0.460
20 H -1.235 2.201 -0.505  0.504
21 O 2.766 1.676 0.229  -0.973
22 H 2.688 0.675 -0.054  0.502
23 H 2.257 2.226 -0.402  0.483
24 O 1.129 2.081 2.890  -0.976
25 H 0.658 2.857 2.658  0.459
26 H 1.705 1.840 2.080  0.508
27 O -1.666 -1.810 2.427  -0.962
28 H -1.924 -0.949 2.725  0.486
29 H -0.877 -1.881 2.990  0.449
30 O 0.614 -2.148 0.718  -0.952
31 H 1.464 -2.663 0.875  0.479
32 H 0.558 -1.541 1.463  0.481

Relative energy (zero: lowest compared OMol25 entry of this formula, charge and spin) (kcal/mol): 56.4
Gap between HOMO and LUMO (eV): 9.64
Structure (SMILES): C[C@@H](C=O)NC=O.O.O.O.O.O.O
E_tot (eV): -22324.9197
LUMO (Ha): 0.0024
HOMO level (eV): -9.58

=====

(6)
DFT (ωB97M-V with the def2-TZVPD basis set) results for C4H2 in the gas phase at a distorted geometry.

Each line ends with the natural charge from an NBO analysis.
Atoms and positions in Å:
1 C -1.911 -0.094 0.036  -0.162
2 C -0.678 -0.262 -0.050  -0.121
3 C 0.671 -0.157 0.087  -0.091
4 C 1.944 -0.093 -0.009  -0.167
5 H -3.030 0.375 -0.026  0.284
6 H 3.003 0.231 -0.039  0.257

Relative energy (zero: lowest compared OMol25 entry of this formula, charge and spin) (kcal/mol): 22.6
Gap between HOMO and LUMO (eV): 9.98
Structure (SMILES): C#CC#C
E_tot (eV): -4175.4544
LUMO (Ha): 0.0173
HOMO level (eV): -9.51

=====

- Which value of E_tot does entry 1 give?
  -38424.5338 eV

=====

- What is the E_tot in the fourth record?
  -22326.4530 eV